[1]
{"formula": "C40H110N10O10", "method": "wB97M-V/def2-TZVPD", "symbols": ["C", "C", "C", "O", "C", "N", "H", "H", "H", "H", "H", "H", "H", "H", "H", "H", "H", "C", "C", "C", "O", "C", "N", "H", "H", "H", "H", "H", "H", "H", "H", "H", "H", "H", "C", "C", "C", "O", "C", "N", "H", "H", "H", "H", "H", "H", "H", "H", "H", "H", "H", "C", "C", "C", "O", "C", "N", "H", "H", "H", "H", "H", "H", "H", "H", "H", "H", "H", "C", "C", "C", "O", "C", "N", "H", "H", "H", "H", "H", "H", "H", "H", "H", "H", "H", "C", "C", "C", "O", "C", "N", "H", "H", "H", "H", "H", "H", "H", "H", "H", "H", "H", "C", "C", "C", "O", "C", "N", "H", "H", "H", "H", "H", "H", "H", "H", "H", "H", "H", "C", "C", "C", "O", "C", "N", "H", "H", "H", "H", "H", "H", "H", "H", "H", "H", "H", "C", "C", "C", "O", "C", "N", "H", "H", "H", "H", "H", "H", "H", "H", "H", "H", "H", "C", "C", "C", "O", "C", "N", "H", "H", "H", "H", "H", "H", "H", "H", "H", "H", "H"], "xyz": [[-19.25921, 27.37297, 4.34525], [-20.18479, 27.26006, 3.14757], [-19.48459, 27.93151, 1.95178], [-18.28001, 27.18918, 1.67636], [-17.62311, 27.60839, 0.48537], [-20.54030, 25.88148, 2.76508], [-19.68998, 27.14036, 5.32763], [-18.81975, 28.38693, 4.48817], [-18.33744, 26.80954, 4.25900], [-21.10560, 27.81453, 3.27748], [-19.22860, 29.00354, 2.01712], [-20.16649, 27.82357, 1.10437], [-17.61553, 28.68685, 0.37577], [-17.96528, 27.14755, -0.40056], [-16.56965, 27.28303, 0.75314], [-20.80742, 25.36791, 3.57300], [-19.71367, 25.49186, 2.36439], [-22.36181, 22.25971, 2.33123], [-22.26465, 22.12227, 3.89314], [-21.26823, 21.09216, 4.37686], [-21.39518, 20.83324, 5.74913], [-20.30779, 20.09625, 6.19810], [-21.97732, 23.44438, 4.56522], [-23.05954, 23.08117, 2.16052], [-22.74045, 21.38048, 1.83198], [-21.35802, 22.57295, 2.03192], [-23.21014, 21.87519, 4.42270], [-20.22965, 21.40746, 4.10533], [-21.42825, 20.19999, 3.84277], [-19.37936, 20.59736, 5.85211], [-20.24720, 19.15998, 5.66780], [-20.41349, 19.92171, 7.28569], [-22.03856, 23.15460, 5.55665], [-22.72580, 24.10789, 4.41357], [-19.14334, 16.48179, 5.86313], [-19.00842, 14.92858, 5.84610], [-18.07887, 14.45669, 6.92350], [-16.72037, 14.82603, 6.62381], [-15.86712, 14.05463, 7.45103], [-20.36155, 14.33971, 5.89186], [-19.45305, 16.89131, 4.85514], [-18.18782, 16.89177, 6.06972], [-19.92382, 16.75208, 6.56929], [-18.42713, 14.66801, 4.91455], [-18.04701, 13.34837, 7.00511], [-18.25853, 14.80342, 7.91692], [-14.86473, 14.31402, 7.10504], [-16.06233, 13.00644, 7.22473], [-16.04263, 14.21254, 8.51722], [-21.03875, 14.87979, 5.35205], [-20.38223, 13.43942, 5.43777], [-16.50109, 18.41117, -1.55818], [-15.51739, 18.19084, -0.44195], [-15.80572, 19.11733, 0.72222], [-14.82976, 18.94248, 1.75565], [-13.52515, 19.55973, 1.56100], [-15.58634, 16.76563, -0.08522], [-16.52205, 19.43694, -1.89993], [-17.54862, 18.22657, -1.20197], [-16.36564, 17.72268, -2.40427], [-14.49526, 18.37980, -0.80109], [-16.72398, 18.76934, 1.17690], [-15.79624, 20.15806, 0.51970], [-12.99072, 18.87625, 0.86864], [-13.06791, 19.57290, 2.50750], [-13.65542, 20.55896, 1.05886], [-15.00359, 16.61835, 0.80968], [-16.51564, 16.55226, 0.15527], [-13.17367, 23.07703, 3.14210], [-13.22925, 24.56279, 2.74018], [-13.10062, 24.77740, 1.21192], [-12.06260, 24.02940, 0.68575], [-11.88026, 24.13532, -0.65087], [-14.37379, 25.18699, 3.25997], [-14.00564, 22.53759, 2.73292], [-13.17756, 22.97368, 4.28067], [-12.26978, 22.54633, 2.75778], [-12.34107, 24.95954, 3.23159], [-12.89690, 25.85176, 1.07195], [-14.05614, 24.49496, 0.77272], [-11.78551, 25.17626, -0.94449], [-12.72821, 23.70413, -1.31146], [-10.94292, 23.60793, -0.86367], [-15.26445, 24.73451, 3.06736], [-14.45409, 26.16695, 2.99684], [-14.86816, 24.51861, 7.13523], [-16.33186, 24.55620, 7.46468], [-16.98688, 25.80232, 6.92478], [-16.34188, 26.87976, 7.47049], [-16.95760, 28.14277, 7.47184], [-17.12598, 23.45502, 6.82581], [-14.40428, 25.24723, 7.79242], [-14.68531, 24.79321, 6.11851], [-14.35761, 23.59831, 7.26275], [-16.41334, 24.62188, 8.57135], [-17.99924, 25.68963, 7.14142], [-16.96611, 25.83439, 5.84051], [-17.07501, 28.56931, 6.44886], [-16.31463, 28.80089, 8.04133], [-17.99395, 28.08363, 7.92682], [-17.88907, 23.28901, 7.45162], [-16.51390, 22.65865, 6.78956], [-22.43395, 15.79068, 1.28153], [-21.52446, 16.57555, 2.22610], [-21.25137, 17.97773, 1.76187], [-20.31642, 17.95098, 0.70590], [-19.93377, 19.26220, 0.39458], [-22.09377, 16.56799, 3.60239], [-22.13285, 15.90217, 0.17132], [-23.46427, 16.15766, 1.42399], [-22.50624, 14.74900, 1.59201], [-20.52383, 15.99853, 2.31104], [-20.82666, 18.60896, 2.56514], [-22.13586, 18.53445, 1.44694], [-19.46691, 19.76447, 1.27054], [-20.77768, 19.85422, 0.17694], [-19.25260, 19.19732, -0.45329], [-21.68266, 17.24051, 4.22859], [-23.09296, 16.71588, 3.63428], [-20.09203, 23.57285, -0.56363], [-21.14024, 24.56485, -0.99702], [-21.74114, 24.33969, -2.35518], [-22.47619, 25.46568, -2.68728], [-23.06548, 25.30319, -3.89264], [-22.21475, 24.54131, 0.08995], [-19.59364, 23.82888, 0.39607], [-19.41445, 23.37383, -1.36925], [-20.53895, 22.58795, -0.43669], [-20.63785, 25.57573, -0.94822], [-22.41764, 23.41466, -2.34460], [-20.97191, 24.14825, -3.05751], [-23.39717, 26.32911, -4.06637], [-23.90743, 24.57508, -3.87953], [-22.35550, 24.94726, -4.72005], [-21.81977, 24.80452, 1.01536], [-22.83175, 25.32417, -0.01699], [-17.43079, 22.61358, 1.42526], [-17.89318, 22.73367, 2.89912], [-17.35290, 21.57470, 3.72924], [-17.90804, 20.40775, 3.29141], [-17.36332, 19.28806, 3.95596], [-17.24179, 23.88252, 3.52610], [-16.44056, 22.19038, 1.43547], [-17.39472, 23.65988, 1.00545], [-18.08243, 21.97038, 0.80995], [-18.96206, 22.77847, 2.98436], [-17.62069, 21.79107, 4.78075], [-16.23948, 21.56868, 3.75176], [-17.47095, 18.43957, 3.29551], [-17.82186, 19.17083, 4.91475], [-16.26835, 19.47571, 4.06117], [-17.45530, 23.93883, 4.53653], [-17.54517, 24.74911, 3.10092], [-11.44930, 29.58168, 3.64192], [-12.88480, 29.31846, 3.98426], [-13.60020, 28.63011, 2.79900], [-14.97113, 28.37078, 3.06050], [-15.86220, 29.42672, 3.09402], [-13.07040, 28.58111, 5.23767], [-10.71138, 28.74759, 3.57880], [-11.01244, 30.27773, 4.37028], [-11.45079, 29.98653, 2.63754], [-13.28370, 30.29746, 4.12005], [-13.11322, 27.64516, 2.74757], [-13.44419, 29.09892, 1.85389], [-15.62775, 30.18762, 3.82855], [-16.80679, 28.87069, 3.29389], [-16.01886, 29.95103, 2.10078], [-12.36643, 27.81609, 5.31585], [-13.94819, 28.05413, 5.25455]], "forces_ev_per_angstrom": [[0.69, 1.01, 1.24], [0.87, 0.46, -0.55], [0.03, -0.97, -0.75], [-0.98, 0.55, -0.10], [2.32, -0.36, 2.44], [-0.18, 1.54, -0.49], [-0.23, -0.24, -0.35], [-0.72, -0.17, -0.31], [-0.08, -0.67, -0.34], [-0.25, 0.19, 0.38], [-0.20, -0.29, 0.59], [-0.04, 0.03, -0.26], [-0.15, 0.35, 0.00], [-0.63, -0.67, -0.97], [-0.89, 0.45, -1.06], [-0.12, -0.80, 0.69], [0.57, -0.66, -0.13], [0.17, 0.75, 2.49], [-1.25, 0.66, 0.73], [0.82, 1.43, -0.53], [-0.65, 0.81, 0.14], [0.72, 0.11, 0.06], [0.88, -1.00, 0.33], [0.17, -0.09, -0.34], [0.19, -0.33, -0.10], [-0.22, -0.18, -0.50], [-0.05, -0.71, -1.15], [-0.51, -0.02, 0.38], [-0.34, -1.45, -0.86], [-0.09, 0.05, 0.91], [-0.21, -0.91, -0.07], [0.35, 0.24, -0.64], [0.24, 0.76, -0.52], [-0.25, -0.14, -0.14], [-0.95, -1.03, -1.49], [-0.09, 1.12, -1.66], [1.18, -1.30, 0.09], [-0.75, 0.04, 0.18], [0.06, 0.21, -1.12], [0.34, 0.00, 0.05], [0.25, -0.62, 0.91], [0.79, 0.64, 0.51], [0.17, 0.21, 0.33], [-0.70, 0.16, 0.49], [-0.60, 0.31, -0.26], [-0.77, 0.54, 0.82], [0.06, -0.10, 0.56], [0.22, -0.32, 0.16], [0.18, 0.24, 0.05], [0.39, 0.28, 0.13], [0.21, -0.36, 0.13], [-1.43, -0.24, -0.23], [0.25, -0.36, -0.51], [1.39, -1.34, 0.99], [0.48, 0.25, 0.72], [-2.15, -0.85, -2.65], [2.86, 0.40, 1.66], [0.24, 0.31, -0.26], [0.79, -0.03, -0.07], [0.23, 0.29, 0.26], [-0.18, 0.01, -0.02], [-0.51, 0.36, 0.08], [-0.49, 1.10, -0.79], [0.26, 0.64, 0.36], [0.63, 0.34, 1.07], [0.36, -0.69, 0.72], [-1.23, 0.25, -1.79], [-1.48, -0.43, 0.41], [0.83, -0.21, 0.96], [1.46, -1.50, -0.53], [-0.16, 0.25, 1.22], [0.14, -0.85, 1.59], [-0.33, -0.50, -2.34], [-1.28, 1.21, 0.69], [-0.76, -0.32, -0.10], [-0.13, 0.20, -1.52], [-0.52, 0.69, 0.27], [0.20, 0.54, -0.14], [-0.28, -0.01, -0.30], [-0.30, 0.06, -0.33], [0.17, 0.42, -0.26], [1.02, 0.36, 1.09], [-0.28, 0.11, -0.31], [0.20, -0.29, 0.05], [-0.06, -0.23, 0.13], [-0.03, 0.87, 0.15], [-0.50, -0.39, -0.42], [1.22, -0.41, -0.72], [0.67, 1.33, 0.91], [-1.31, -0.27, -0.45], [1.10, 1.00, 0.51], [0.33, 0.14, -0.11], [0.04, 0.40, -0.85], [0.16, -1.22, 0.51], [-0.27, -0.43, -0.44], [-2.23, 0.45, 0.88], [0.42, -0.15, -0.55], [0.11, -0.31, 0.39], [-0.03, 0.13, 0.17], [1.00, 0.15, -0.30], [-0.52, -0.63, 0.12], [-0.16, -0.61, 0.08], [-0.22, 0.46, -0.86], [0.92, -1.19, 1.11], [0.86, 0.55, -0.01], [-0.16, -0.27, 0.08], [1.30, -0.27, 0.62], [-0.13, -0.58, -0.47], [-0.41, -0.26, 1.91], [0.22, 0.18, -0.38], [0.38, -0.12, -0.25], [-1.32, 1.12, -0.28], [0.03, -0.43, 0.13], [-0.54, -0.21, -0.13], [0.21, -0.33, -0.38], [-1.26, 0.84, -0.72], [-0.05, 0.29, 0.11], [0.33, 0.22, -0.06], [-0.10, 0.03, -0.28], [-0.38, -0.85, 0.19], [-0.26, 1.30, 2.73], [-1.04, -1.43, 1.82], [0.97, -0.21, 1.34], [-0.72, 0.29, -2.34], [0.89, 0.14, -0.07], [-0.26, 0.06, -0.86], [1.04, 0.36, -0.30], [-0.38, -0.12, 0.35], [-0.50, -0.69, -0.58], [0.72, 0.96, 0.13], [0.99, -0.08, -1.04], [-0.51, -0.35, -0.97], [0.25, 0.40, 0.07], [-0.67, 0.59, 0.98], [0.34, -0.51, -0.82], [-0.57, 0.40, -0.75], [-0.76, 1.09, 0.35], [1.77, -0.19, -0.01], [-0.07, 1.41, 0.80], [-0.44, -1.26, -0.63], [1.40, 0.72, -0.85], [-0.15, 0.55, 0.25], [0.53, -0.03, -0.17], [0.00, -1.12, 0.10], [0.21, 0.33, 0.30], [-0.81, -0.10, -0.07], [-0.13, -0.19, -0.01], [-0.38, -0.05, -0.51], [-0.28, -0.42, 0.15], [-0.29, -0.38, 0.72], [-0.58, -0.42, 0.16], [0.15, -0.13, -0.62], [-0.12, 0.18, -0.05], [1.35, -0.26, 0.07], [-0.44, -1.21, -0.24], [0.31, -0.80, 1.59], [1.23, -0.82, -0.32], [-1.62, -0.02, -1.17], [0.70, -1.20, 0.15], [-0.96, -0.04, 0.27], [-0.11, 0.04, -0.38], [0.27, 0.60, -0.13], [-0.71, 0.85, 0.16], [-0.23, 0.05, -0.19], [-0.04, 0.79, -0.79], [-0.03, 0.09, 0.41], [0.29, 1.01, 0.17], [0.46, -0.53, 0.73], [-0.48, 0.93, -0.16], [0.03, 0.51, -0.17]], "mulliken_charge": [-0.846, 0.043, -1.110, 0.222, -0.911, -0.221, 0.421, 0.432, -0.131, 0.459, 0.499, 0.435, 0.364, 0.285, 0.074, 0.138, -0.089, -0.853, -0.019, 0.118, -0.567, 0.490, -0.562, 0.441, 0.444, -0.284, 0.530, -0.117, 0.085, -0.328, -0.358, 0.413, 0.257, 0.249, -0.999, 0.766, -1.031, -0.225, -0.780, -0.779, -0.230, 0.414, 0.443, 0.151, 0.478, 0.371, 0.231, 0.338, 0.297, 0.252, 0.282, -1.279, 0.594, 0.547, -0.382, -0.774, -0.749, 0.386, -0.018, 0.395, 0.341, -0.729, 0.229, 0.294, 0.288, 0.305, 0.333, 0.252, -0.976, 0.410, -0.444, -0.328, -0.728, 0.750, -0.244, 0.250, 0.430, 0.221, 0.268, 0.334, 0.318, 0.237, 0.257, -0.277, -0.353, -1.734, 0.233, -0.220, -0.350, -0.584, -0.396, 0.405, 0.243, 0.547, 0.343, 0.637, -0.265, 0.063, 0.294, 0.317, 0.223, 0.238, -1.508, 0.638, 0.456, -0.446, -0.938, -0.456, 0.266, 0.363, 0.416, 0.073, -0.693, 0.221, 0.229, 0.625, 0.265, 0.043, 0.282, -0.730, 0.989, -0.954, -0.290, -0.717, -0.527, -0.222, 0.721, 0.010, -0.139, 0.296, 0.449, 0.256, 0.289, 0.268, 0.036, 0.301, -0.725, 1.699, -1.002, 1.425, -1.042, 0.537, -0.439, 0.327, -0.002, -0.618, -0.545, 0.305, 0.272, 0.205, 0.279, -0.309, -0.179, -1.598, 0.416, -0.453, -0.010, -0.400, -0.613, 0.330, 0.378, 0.382, 0.374, -0.330, 0.485, 0.368, -0.228, 0.227, 0.309, 0.166], "total_charge": 0, "e_homo_ev": -8.63, "spin_multiplicity": 1, "gap_ev": 9.223, "smiles": "COC[C@H](C)N.COC[C@H](C)N.COC[C@H](C)N.COC[C@H](C)N.COC[C@H](C)N.COC[C@H](C)N.COC[C@H](C)N.COC[C@H](C)N.COC[C@H](C)N.COC[C@H](C)N"}

[2]
{"formula": "C10H16NO", "method": "wB97M-V/def2-TZVPD", "symbols": ["C", "C", "C", "C", "C", "C", "C", "C", "C", "C", "N", "O", "H", "H", "H", "H", "H", "H", "H", "H", "H", "H", "H", "H", "H", "H", "H", "H"], "xyz": [[-0.27857, -0.13055, 2.70664], [1.04725, 0.06987, 2.92662], [-1.01280, 0.03181, 1.44523], [1.81504, -1.56089, -1.74743], [2.63453, -1.76951, -0.54442], [1.21449, -1.22981, -0.36819], [-0.28818, 0.75410, 0.30595], [1.02127, 0.15345, -0.06290], [-2.23093, 1.86628, -0.91384], [-1.15961, 0.78654, -0.97847], [1.88736, 0.35446, 1.91119], [3.06780, 0.54458, 2.01003], [-0.87713, -0.44235, 3.55465], [1.47304, -0.01635, 3.92395], [-1.34651, -0.96591, 1.12923], [-1.94404, 0.56518, 1.66840], [2.04343, -0.73469, -2.40229], [1.37659, -2.41166, -2.24603], [2.79961, -2.77645, -0.19298], [3.45204, -1.09469, -0.34619], [0.48188, -1.93172, 0.00897], [-0.11832, 1.79089, 0.61352], [1.73565, 0.83370, -0.51301], [-2.91356, 1.71247, -0.08165], [-2.81195, 1.85448, -1.83155], [-1.77896, 2.85041, -0.81428], [-0.51758, 0.98603, -1.83803], [-1.61510, -0.19282, -1.12927]], "forces_ev_per_angstrom": [[0.92, 0.18, 0.08], [-0.90, -0.45, 2.03], [-0.14, 0.02, -0.54], [0.18, -0.03, -0.08], [0.05, 0.03, -0.20], [-0.22, -0.24, 0.29], [-0.32, -0.03, -0.12], [0.53, 0.14, 1.33], [0.07, -0.11, -0.05], [0.09, 0.17, 0.14], [0.34, 0.33, -3.56], [-0.74, -0.22, 0.67], [0.10, 0.05, 0.11], [0.05, -0.01, -0.10], [-0.02, 0.00, -0.01], [0.07, -0.04, -0.01], [0.03, 0.11, 0.02], [-0.08, -0.04, 0.06], [-0.12, -0.05, 0.04], [0.01, 0.15, 0.01], [-0.01, 0.03, -0.03], [0.09, -0.07, -0.03], [0.12, 0.09, 0.05], [-0.09, 0.01, 0.06], [-0.11, 0.04, -0.03], [0.01, 0.10, 0.02], [0.02, -0.06, -0.08], [0.08, -0.09, -0.05]], "mulliken_charge": [-0.424, -0.347, -0.772, -0.634, -0.614, 0.050, 0.144, -0.424, -1.371, -0.625, 0.335, -0.444, 0.414, 0.444, 0.375, 0.408, 0.258, 0.271, 0.290, 0.260, 0.545, 0.418, 0.529, 0.324, 0.400, 0.362, 0.451, 0.378], "total_charge": 1, "e_homo_ev": -13.45, "spin_multiplicity": 1, "gap_ev": 8.135}

> What is the formula in the second record?

C10H16NO